{"formula": "C33H93N9O20P3S6V2", "method": "the ωB97M-V functional and the def2-TZVPD basis", "molar_mass_g_mol": 1323.36, "multiplicity": 3, "e_tot_ha": -8611.73773, "s_squared": 2.177, "e_homo_ev": [-9.759, -9.759], "total_charge": 1, "elements": ["O", "V", "O", "V", "O", "C", "O", "O", "H", "O", "C", "O", "O", "H", "O", "C", "O", "O", "H", "O", "P", "N", "C", "C", "N", "C", "C", "N", "C", "C", "H", "H", "H", "H", "H", "H", "H", "H", "H", "H", "H", "H", "H", "H", "H", "H", "H", "H", "O", "P", "N", "C", "C", "N", "C", "C", "N", "C", "C", "H", "H", "H", "H", "H", "H", "H", "H", "H", "H", "H", "H", "H", "H", "H", "H", "H", "H", "O", "P", "N", "C", "C", "N", "C", "C", "N", "C", "C", "H", "H", "H", "H", "H", "H", "H", "H", "H", "H", "H", "H", "H", "H", "H", "H", "H", "H", "C", "S", "O", "C", "H", "H", "H", "H", "H", "H", "C", "S", "O", "C", "H", "H", "H", "H", "H", "H", "C", "S", "O", "C", "H", "H", "H", "H", "H", "H", "C", "S", "O", "C", "H", "H", "H", "H", "H", "H", "C", "S", "O", "C", "H", "H", "H", "H", "H", "H", "C", "S", "O", "C", "H", "H", "H", "H", "H", "H"], "xyz": [[21.582, 8.161, -9.307], [22.017, 8.657, -7.839], [25.768, 12.240, -5.513], [25.768, 10.725, -6.150], [23.271, 12.664, -9.181], [23.546, 11.536, -8.502], [24.519, 11.467, -7.789], [22.748, 10.581, -8.567], [24.090, 13.065, -8.880], [22.047, 10.288, -3.743], [22.605, 9.939, -4.882], [23.793, 10.127, -5.125], [21.935, 9.355, -5.790], [21.135, 9.988, -3.750], [25.896, 7.220, -8.826], [25.167, 7.909, -7.922], [24.005, 7.663, -7.829], [25.626, 8.731, -7.153], [25.275, 6.667, -9.305], [26.169, 4.037, -2.592], [24.843, 4.534, -2.195], [23.759, 3.260, -1.868], [23.215, 2.426, -2.955], [24.137, 2.417, -0.686], [23.975, 5.528, -3.316], [22.645, 6.201, -2.967], [24.801, 6.340, -4.188], [24.784, 5.433, -0.719], [23.599, 5.744, 0.050], [26.006, 6.271, -0.433], [22.430, 1.753, -2.610], [24.154, 2.015, -3.327], [22.837, 3.084, -3.737], [24.547, 1.454, -0.993], [23.249, 2.001, -0.211], [24.702, 2.930, 0.092], [22.145, 5.568, -2.235], [22.750, 7.202, -2.549], [21.918, 6.191, -3.779], [25.550, 5.778, -4.746], [24.107, 6.862, -4.847], [25.166, 7.218, -3.656], [23.414, 6.807, -0.101], [22.812, 5.067, -0.282], [23.711, 5.572, 1.121], [26.061, 6.838, 0.497], [25.937, 7.098, -1.139], [26.958, 5.755, -0.554], [18.296, 7.934, -10.152], [17.551, 6.955, -10.963], [16.312, 7.506, -11.890], [15.625, 8.835, -11.589], [15.547, 6.764, -13.007], [16.713, 5.817, -10.007], [16.102, 6.369, -8.806], [15.965, 4.617, -10.459], [18.544, 5.993, -12.004], [19.275, 4.847, -11.501], [19.065, 6.605, -13.272], [15.274, 8.785, -10.558], [14.702, 8.937, -12.159], [16.256, 9.695, -11.816], [15.788, 5.701, -13.028], [15.879, 7.118, -13.983], [14.464, 6.890, -13.002], [15.326, 7.073, -9.106], [15.496, 5.620, -8.296], [16.791, 6.836, -8.102], [14.898, 4.795, -10.591], [16.434, 4.342, -11.404], [16.128, 3.822, -9.732], [18.650, 4.083, -11.039], [19.777, 4.332, -12.321], [19.967, 5.101, -10.699], [19.781, 6.018, -13.846], [19.633, 7.510, -13.054], [18.243, 6.748, -13.974], [20.183, 4.132, -3.536], [18.759, 3.656, -3.312], [17.595, 4.419, -4.334], [16.181, 4.101, -4.457], [17.945, 5.711, -4.859], [18.231, 3.992, -1.720], [19.132, 4.630, -0.749], [17.034, 3.397, -1.181], [18.501, 1.978, -3.549], [19.188, 1.017, -2.619], [18.227, 1.519, -4.926], [15.844, 4.106, -5.494], [15.580, 4.746, -3.816], [15.928, 3.119, -4.058], [18.941, 5.658, -5.297], [17.975, 6.478, -4.085], [17.268, 6.016, -5.657], [19.921, 5.164, -1.278], [18.632, 5.407, -0.171], [19.496, 3.817, -0.120], [16.234, 3.909, -1.715], [17.021, 2.308, -1.164], [16.786, 3.676, -0.156], [18.449, 0.390, -2.121], [19.874, 0.391, -3.191], [19.758, 1.595, -1.892], [17.191, 1.705, -5.211], [18.432, 0.452, -5.012], [18.798, 2.163, -5.596], [19.993, 4.185, -7.496], [21.483, 5.309, -7.739], [21.139, 6.715, -7.241], [22.436, 4.470, -6.426], [19.150, 4.653, -8.004], [19.838, 4.139, -6.418], [20.083, 3.144, -7.804], [21.951, 4.616, -5.461], [23.408, 4.893, -6.171], [22.550, 3.386, -6.397], [17.396, 10.022, -7.953], [18.745, 8.831, -7.454], [20.057, 9.510, -7.834], [18.488, 9.084, -5.667], [16.533, 9.816, -7.320], [16.992, 9.832, -8.948], [17.698, 11.059, -7.806], [18.508, 10.149, -5.438], [19.306, 8.761, -5.023], [17.568, 8.617, -5.315], [20.237, 12.654, -6.169], [21.150, 14.245, -6.304], [20.336, 15.244, -5.467], [22.562, 13.729, -5.320], [20.548, 12.085, -7.046], [19.188, 12.938, -6.255], [20.481, 12.134, -5.243], [23.001, 12.834, -5.761], [22.266, 13.455, -4.308], [23.351, 14.480, -5.279], [18.733, 10.804, -12.521], [18.253, 12.249, -11.412], [16.978, 11.910, -10.646], [19.690, 12.336, -10.238], [18.540, 9.839, -12.052], [19.784, 10.797, -12.810], [18.108, 10.726, -13.411], [20.542, 12.757, -10.772], [19.945, 11.373, -9.795], [19.496, 12.944, -9.354], [24.860, 8.149, -13.116], [23.802, 6.895, -12.298], [24.020, 6.906, -10.811], [22.316, 7.948, -12.532], [25.841, 7.685, -13.219], [25.133, 8.892, -12.367], [24.445, 8.546, -14.042], [21.444, 7.523, -12.036], [22.062, 7.949, -13.592], [22.486, 8.991, -12.263], [22.240, 1.779, -12.073], [22.652, 2.019, -10.241], [23.770, 1.011, -10.007], [23.611, 3.621, -10.418], [21.444, 1.035, -12.097], [23.038, 1.412, -12.719], [21.718, 2.688, -12.369], [22.993, 4.390, -10.882], [24.482, 3.582, -11.071], [23.956, 3.913, -9.426]], "mulliken_spin": [-0.331, 1.298, -0.479, 1.464, 0.000, 0.006, 0.006, -0.006, -0.001, 0.000, 0.015, 0.009, -0.016, 0.000, 0.000, 0.011, -0.003, -0.004, 0.000, 0.000, 0.000, 0.000, 0.000, 0.000, 0.000, -0.001, 0.001, 0.000, 0.000, 0.000, 0.000, 0.000, 0.000, 0.000, 0.000, 0.000, 0.000, 0.000, 0.000, 0.000, -0.001, 0.000, 0.000, 0.000, 0.000, 0.000, 0.000, 0.000, 0.002, -0.002, 0.000, 0.000, 0.000, 0.000, 0.000, 0.000, 0.000, 0.000, 0.000, 0.000, 0.000, 0.000, 0.000, 0.000, 0.000, 0.000, 0.000, 0.000, 0.000, 0.000, 0.000, 0.000, 0.000, 0.000, 0.000, 0.000, 0.000, 0.000, 0.000, 0.000, 0.000, 0.000, 0.000, 0.000, 0.000, 0.000, 0.000, 0.000, 0.000, 0.000, 0.000, 0.000, 0.000, 0.000, 0.000, 0.000, 0.000, 0.000, 0.000, 0.000, 0.000, 0.000, 0.000, 0.000, 0.000, 0.000, 0.001, 0.004, 0.015, -0.001, 0.000, 0.000, 0.000, 0.000, 0.001, 0.000, -0.001, -0.011, 0.024, 0.001, 0.000, 0.000, 0.000, 0.000, 0.000, 0.000, 0.000, 0.000, 0.000, -0.001, 0.002, 0.000, 0.000, 0.002, 0.000, 0.000, 0.000, 0.000, 0.000, 0.000, 0.000, 0.000, 0.000, 0.000, 0.002, 0.000, 0.000, 0.000, -0.002, 0.000, 0.000, 0.000, 0.000, -0.002, 0.000, 0.000, 0.000, 0.000, 0.000, 0.000, 0.000, 0.000, 0.000, 0.000, 0.000, 0.000]}